(1)
Here is 2 unconnected molecules or ions with the total composition C6H14N2O2 in a non-equilibrium geometry from the OMol25 dataset. Energies are from the ωB97M-V functional and the def2-TZVPD basis.

Bonds (Å) are listed after each position.
Geometry (Å):
1 C 1.586 2.463 -0.070  N2 1.450, H6 1.094, H7 1.090, H8 1.078
2 N 0.207 2.566 0.366  C1 1.450, C3 1.374, H9 1.001
3 C -0.222 1.766 1.397  N2 1.374, C4 1.510, O5 1.211
4 C -1.722 1.724 1.567  C3 1.510, H10 1.089, H11 1.092, H12 1.080
5 O 0.583 1.132 2.043  C3 1.211
6 H 1.876 1.407 -0.072  C1 1.094
7 H 1.611 2.576 -1.154  C1 1.090
8 H 2.249 3.052 0.542  C1 1.078
9 H -0.431 3.076 -0.212  N2 1.001
10 H -2.001 0.672 1.529  C4 1.089
11 H -2.009 2.215 2.500  C4 1.092
12 H -2.309 2.087 0.737  C4 1.080
13 C 1.879 -2.000 -0.743  N14 1.453, H18 1.093, H19 1.086, H20 1.085
14 N 0.588 -2.611 -0.475  C13 1.453, C15 1.372, H21 1.003
15 C -0.426 -2.214 -1.309  N14 1.372, C16 1.498, O17 1.211
16 C -1.773 -1.938 -0.714  C15 1.498, H22 1.094, H23 1.095, H24 1.103
17 O -0.205 -2.004 -2.481  C15 1.211
18 H 1.822 -0.912 -0.827  C13 1.093
19 H 2.545 -2.302 0.059  C13 1.086
20 H 2.216 -2.414 -1.687  C13 1.085
21 H 0.414 -2.776 0.499  N14 1.003
22 H -2.701 -2.229 -1.213  C16 1.094
23 H -1.860 -0.863 -0.521  C16 1.095
24 H -1.918 -2.473 0.239  C16 1.103

total energy: -13524.4329 eV
total charge: 0
E_LUMO: 0.7 eV
structure (SMILES): CNC(C)=O.CNC(C)=O
highest occupied orbital energy: -9.617 eV

Atomic partial charges in e from the Mulliken method, atoms 1 to 8: number 1, C, carries -0.79; number 2, N, carries -0.20; number 3, C, carries 0.69; number 4, C, carries -1.02; number 5, O, carries -0.62; number 6, H, carries 0.13; number 7, H, carries 0.38; number 8, H, carries 0.29

=====

(2)
Here is 2 unconnected molecules or ions with the total composition C6H14N2O2 in a non-equilibrium geometry from the OMol25 dataset. Energies are from the ωB97M-V functional and the def2-TZVPD basis.

Bonds (Å) are listed after each position.
Geometry (Å):
1 C -0.381 -0.391 2.187  N2 1.453, H6 1.093, H7 1.079, H8 1.093
2 N -0.969 -1.451 1.387  C1 1.453, C3 1.345, H9 1.004
3 C -0.277 -2.070 0.414  N2 1.345, C4 1.496, O5 1.229
4 C -0.908 -3.149 -0.407  C3 1.496, H10 1.086, H11 1.091, H12 1.063
5 O 0.889 -1.750 0.192  C3 1.229
6 H -0.044 0.400 1.511  C1 1.093
7 H -1.068 -0.020 2.933  C1 1.079
8 H 0.570 -0.717 2.616  C1 1.093
9 H -1.863 -1.770 1.717  N2 1.004
10 H -0.336 -4.062 -0.272  C4 1.086
11 H -1.966 -3.292 -0.182  C4 1.091
12 H -0.836 -2.970 -1.453  C4 1.063
13 C 2.232 2.275 -0.094  N14 1.466, H18 1.089, H19 1.100, H20 1.084
14 N 1.219 1.546 -0.863  C13 1.466, C15 1.371, H21 1.012
15 C 0.006 2.135 -1.110  N14 1.371, C16 1.505, O17 1.216
16 C -1.058 1.176 -1.571  C15 1.505, H22 1.086, H23 1.099, H24 1.087
17 O -0.135 3.343 -1.116  C15 1.216
18 H 2.514 1.720 0.799  C13 1.089
19 H 3.164 2.193 -0.673  C13 1.100
20 H 2.014 3.337 -0.091  C13 1.084
21 H 1.145 0.600 -0.512  N14 1.012
22 H -2.057 1.423 -1.224  C16 1.086
23 H -1.194 1.332 -2.651  C16 1.099
24 H -0.662 0.164 -1.539  C16 1.087

total energy: -13524.7156 eV
total charge: 0
E_LUMO: 0.7 eV
structure (SMILES): CNC(C)=O.CNC(C)=O
highest occupied orbital energy: -9.372 eV

Atomic partial charges in e from the Mulliken method, atoms 1 to 8: number 1, C, carries -0.64; number 2, N, carries -0.16; number 3, C, carries 0.69; number 4, C, carries -1.09; number 5, O, carries -0.65; number 6, H, carries 0.05; number 7, H, carries 0.36; number 8, H, carries 0.27

=====

(3)
Here is 2 unconnected molecules or ions with the total composition C6H14N2O2 in a non-equilibrium geometry from the OMol25 dataset. Energies are from the ωB97M-V functional and the def2-TZVPD basis.

Bonds (Å) are listed after each position.
Geometry (Å):
1 C 3.246 -0.786 -0.409  N2 1.468, H6 1.235, H7 1.134, H8 1.045
2 N 2.209 -0.120 0.390  C1 1.468, C3 1.404, H9 1.055
3 C 2.516 1.145 0.914  N2 1.404, C4 1.551, O5 1.200
4 C 1.309 1.684 1.726  C3 1.551, H10 1.108, H11 1.110, H12 1.115
5 O 3.426 1.847 0.566  C3 1.200
6 H 2.555 -1.270 -1.312  C1 1.235
7 H 3.864 0.001 -0.944  C1 1.134
8 H 3.854 -1.531 -0.001  C1 1.045
9 H 1.386 -0.695 0.712  N2 1.055
10 H 1.381 1.565 2.825  C4 1.108
11 H 0.982 2.709 1.454  C4 1.110
12 H 0.359 1.254 1.331  C4 1.115
13 C -1.301 -1.323 -1.948  N14 1.442, H18 1.084, H19 1.201, H20 1.140
14 N -1.500 -0.644 -0.691  C13 1.442, C15 1.409, H21 0.993
15 C -2.846 -0.581 -0.282  N14 1.409, C16 1.413, O17 1.250
16 C -3.308 -0.107 0.967  C15 1.413, H22 1.242, H23 1.062, H24 1.019
17 O -3.687 -0.935 -1.136  C15 1.250
18 H -1.056 -2.333 -1.639  C13 1.084
19 H -2.205 -1.372 -2.737  C13 1.201
20 H -0.657 -0.695 -2.649  C13 1.140
21 H -0.703 -0.366 -0.168  N14 0.993
22 H -2.967 1.083 1.063  C16 1.242
23 H -4.359 0.016 1.059  C16 1.062
24 H -3.012 -0.499 1.860  C16 1.019

total energy: -13522.3940 eV
total charge: 0
E_LUMO: 0.4 eV
structure (SMILES): CNC(C)=O.CNC(C)=O
highest occupied orbital energy: -9.698 eV

Atomic partial charges in e from the Mulliken method, atoms 1 to 8: number 1, C, carries -0.87; number 2, N, carries -0.16; number 3, C, carries 0.61; number 4, C, carries -0.61; number 5, O, carries -0.57; number 6, H, carries 0.24; number 7, H, carries 0.30; number 8, H, carries 0.30

=====

(4)
Here is 2 unconnected molecules or ions with the total composition C6H14N2O4Si in a non-equilibrium geometry from the OMol25 dataset. Energies are from the ωB97M-V functional and the def2-TZVPD basis.

Bonds (Å) are listed after each position.
Geometry (Å):
1 C 0.700 -0.824 0.846  N7 1.196, O9 1.141
2 C 4.160 0.792 0.063  C6 1.537, H14 1.089, H15 1.031, H16 1.038
3 C -2.401 -1.022 2.352  Si13 1.855, H17 1.015, H18 1.135, H19 1.085
4 C -2.977 -2.294 -0.276  Si13 1.950, H20 1.119, H21 1.081, H22 1.084
5 C -2.729 0.989 -0.081  Si13 1.895, H23 1.080, H24 1.098, H25 1.068
6 C 3.517 1.239 -1.259  C2 1.537, O12 1.489, H26 1.129, H27 1.091
7 N -0.408 -0.846 0.395  C1 1.196, Si13 1.775
8 N 1.293 1.340 -2.120  O10 1.210, O11 1.192, O12 1.361
9 O 1.778 -0.818 1.221  C1 1.141
10 O 1.896 2.018 -2.920  N8 1.210
11 O 0.127 1.121 -1.998  N8 1.192
12 O 2.090 0.829 -1.142  C6 1.489, N8 1.361
13 Si -2.173 -0.714 0.537  C3 1.855, C4 1.950, C5 1.895, N7 1.775
14 H 5.235 0.629 0.115  C2 1.089
15 H 4.056 1.625 0.661  C2 1.031
16 H 3.670 0.009 0.536  C2 1.038
17 H -1.734 -0.696 3.045  C3 1.015
18 H -3.351 -0.566 2.772  C3 1.135
19 H -2.511 -2.085 2.536  C3 1.085
20 H -3.849 -2.695 0.301  C4 1.119
21 H -3.437 -2.065 -1.227  C4 1.081
22 H -2.140 -2.982 -0.294  C4 1.084
23 H -3.498 1.145 -0.822  C5 1.080
24 H -2.982 1.563 0.820  C5 1.098
25 H -1.813 1.397 -0.448  C5 1.068
26 H 3.956 0.616 -2.093  C6 1.129
27 H 3.525 2.297 -1.522  C6 1.091

total energy: -25489.4175 eV
total charge: 0
2S+1: 3
E_LUMO (alpha / beta): 0.8 / -3.9 eV
highest occupied orbital energy (alpha / beta): -7.012 / -10.063 eV

Atomic partial charges in e from the Mulliken method, atoms 1 to 8: number 1, C, carries 0.73; number 2, C, carries -1.16; number 3, C, carries -1.20; number 4, C, carries -1.09; number 5, C, carries -0.94; number 6, C, carries -0.21; number 7, N, carries -0.27; number 8, N, carries 1.05

=====

(5)
Here is a gas-phase ion, C6H14N2P (charge +1) in a non-equilibrium geometry from the OMol25 dataset. Energies are from the ωB97M-V functional and the def2-TZVPD basis.

Bonds (Å) are listed after each position.
Geometry (Å):
1 C -0.864 -3.665 0.969  N2 1.500, H10 1.108, H11 1.047, H12 1.109
2 N -1.126 -2.303 0.396  C1 1.500, C3 1.420, C4 1.297
3 C -2.410 -1.779 0.700  N2 1.420, H13 1.067, H14 1.087, H15 1.043
4 C -0.214 -1.423 0.118  N2 1.297, C5 1.374, H16 1.120
5 C -0.321 -0.095 -0.216  C4 1.374, P6 1.814, H17 1.138
6 P 1.341 0.608 -0.403  C5 1.814, N7 1.712
7 N 1.559 2.307 -0.382  P6 1.712, C8 1.375, C9 1.399
8 C 0.594 3.285 -0.348  N7 1.375, H18 1.144, H19 1.091, H20 1.217
9 C 2.730 2.585 -1.096  N7 1.399, H21 1.149, H22 1.104, H23 1.065
10 H -0.599 -3.730 2.042  C1 1.108
11 H -1.693 -4.270 0.759  C1 1.047
12 H -0.085 -4.194 0.383  C1 1.109
13 H -2.328 -0.726 0.850  C3 1.067
14 H -2.987 -1.643 -0.211  C3 1.087
15 H -2.955 -2.252 1.453  C3 1.043
16 H 0.731 -1.976 -0.118  C4 1.120
17 H -1.256 0.554 -0.232  C5 1.138
18 H -0.122 3.248 -1.240  C8 1.144
19 H 1.063 4.270 -0.312  C8 1.091
20 H -0.138 3.108 0.608  C8 1.217
21 H 3.278 3.401 -0.500  C9 1.149
22 H 2.427 2.953 -2.091  C9 1.104
23 H 3.376 1.739 -1.129  C9 1.065

total energy: -18709.1962 eV
total charge: +1
E_LUMO: -4.9 eV
structure (SMILES): CN(C)/C=C/P=[N+](C)C
highest occupied orbital energy: -12.796 eV

Atomic partial charges in e from the Mulliken method, atoms 1 to 8: number 1, C, carries -1.03; number 2, N, carries 0.16; number 3, C, carries -1.15; number 4, C, carries 0.16; number 5, C, carries -0.38; number 6, P, carries -0.03; number 7, N, carries 0.14; number 8, C, carries -0.71

=====

Copy entry 3 word for word.
Here is 2 unconnected molecules or ions with the total composition C6H14N2O2 in a non-equilibrium geometry from the OMol25 dataset. Energies are from the ωB97M-V functional and the def2-TZVPD basis.

Bonds (Å) are listed after each position.
Geometry (Å):
1 C 3.246 -0.786 -0.409  N2 1.468, H6 1.235, H7 1.134, H8 1.045
2 N 2.209 -0.120 0.390  C1 1.468, C3 1.404, H9 1.055
3 C 2.516 1.145 0.914  N2 1.404, C4 1.551, O5 1.200
4 C 1.309 1.684 1.726  C3 1.551, H10 1.108, H11 1.110, H12 1.115
5 O 3.426 1.847 0.566  C3 1.200
6 H 2.555 -1.270 -1.312  C1 1.235
7 H 3.864 0.001 -0.944  C1 1.134
8 H 3.854 -1.531 -0.001  C1 1.045
9 H 1.386 -0.695 0.712  N2 1.055
10 H 1.381 1.565 2.825  C4 1.108
11 H 0.982 2.709 1.454  C4 1.110
12 H 0.359 1.254 1.331  C4 1.115
13 C -1.301 -1.323 -1.948  N14 1.442, H18 1.084, H19 1.201, H20 1.140
14 N -1.500 -0.644 -0.691  C13 1.442, C15 1.409, H21 0.993
15 C -2.846 -0.581 -0.282  N14 1.409, C16 1.413, O17 1.250
16 C -3.308 -0.107 0.967  C15 1.413, H22 1.242, H23 1.062, H24 1.019
17 O -3.687 -0.935 -1.136  C15 1.250
18 H -1.056 -2.333 -1.639  C13 1.084
19 H -2.205 -1.372 -2.737  C13 1.201
20 H -0.657 -0.695 -2.649  C13 1.140
21 H -0.703 -0.366 -0.168  N14 0.993
22 H -2.967 1.083 1.063  C16 1.242
23 H -4.359 0.016 1.059  C16 1.062
24 H -3.012 -0.499 1.860  C16 1.019

total energy: -13522.3940 eV
total charge: 0
E_LUMO: 0.4 eV
structure (SMILES): CNC(C)=O.CNC(C)=O
highest occupied orbital energy: -9.698 eV

Atomic partial charges in e from the Mulliken method, atoms 1 to 8: number 1, C, carries -0.87; number 2, N, carries -0.16; number 3, C, carries 0.61; number 4, C, carries -0.61; number 5, O, carries -0.57; number 6, H, carries 0.24; number 7, H, carries 0.30; number 8, H, carries 0.30

=====

Please write out number 5 again, unchanged.
Here is a gas-phase ion, C6H14N2P (charge +1) in a non-equilibrium geometry from the OMol25 dataset. Energies are from the ωB97M-V functional and the def2-TZVPD basis.

Bonds (Å) are listed after each position.
Geometry (Å):
1 C -0.864 -3.665 0.969  N2 1.500, H10 1.108, H11 1.047, H12 1.109
2 N -1.126 -2.303 0.396  C1 1.500, C3 1.420, C4 1.297
3 C -2.410 -1.779 0.700  N2 1.420, H13 1.067, H14 1.087, H15 1.043
4 C -0.214 -1.423 0.118  N2 1.297, C5 1.374, H16 1.120
5 C -0.321 -0.095 -0.216  C4 1.374, P6 1.814, H17 1.138
6 P 1.341 0.608 -0.403  C5 1.814, N7 1.712
7 N 1.559 2.307 -0.382  P6 1.712, C8 1.375, C9 1.399
8 C 0.594 3.285 -0.348  N7 1.375, H18 1.144, H19 1.091, H20 1.217
9 C 2.730 2.585 -1.096  N7 1.399, H21 1.149, H22 1.104, H23 1.065
10 H -0.599 -3.730 2.042  C1 1.108
11 H -1.693 -4.270 0.759  C1 1.047
12 H -0.085 -4.194 0.383  C1 1.109
13 H -2.328 -0.726 0.850  C3 1.067
14 H -2.987 -1.643 -0.211  C3 1.087
15 H -2.955 -2.252 1.453  C3 1.043
16 H 0.731 -1.976 -0.118  C4 1.120
17 H -1.256 0.554 -0.232  C5 1.138
18 H -0.122 3.248 -1.240  C8 1.144
19 H 1.063 4.270 -0.312  C8 1.091
20 H -0.138 3.108 0.608  C8 1.217
21 H 3.278 3.401 -0.500  C9 1.149
22 H 2.427 2.953 -2.091  C9 1.104
23 H 3.376 1.739 -1.129  C9 1.065

total energy: -18709.1962 eV
total charge: +1
E_LUMO: -4.9 eV
structure (SMILES): CN(C)/C=C/P=[N+](C)C
highest occupied orbital energy: -12.796 eV

Atomic partial charges in e from the Mulliken method, atoms 1 to 8: number 1, C, carries -1.03; number 2, N, carries 0.16; number 3, C, carries -1.15; number 4, C, carries 0.16; number 5, C, carries -0.38; number 6, P, carries -0.03; number 7, N, carries 0.14; number 8, C, carries -0.71

=====

> Number 2 is which compound?

C6H14N2O2

=====

What did the second record say?
Here is 2 unconnected molecules or ions with the total composition C6H14N2O2 in a non-equilibrium geometry from the OMol25 dataset. Energies are from the ωB97M-V functional and the def2-TZVPD basis.

Bonds (Å) are listed after each position.
Geometry (Å):
1 C -0.381 -0.391 2.187  N2 1.453, H6 1.093, H7 1.079, H8 1.093
2 N -0.969 -1.451 1.387  C1 1.453, C3 1.345, H9 1.004
3 C -0.277 -2.070 0.414  N2 1.345, C4 1.496, O5 1.229
4 C -0.908 -3.149 -0.407  C3 1.496, H10 1.086, H11 1.091, H12 1.063
5 O 0.889 -1.750 0.192  C3 1.229
6 H -0.044 0.400 1.511  C1 1.093
7 H -1.068 -0.020 2.933  C1 1.079
8 H 0.570 -0.717 2.616  C1 1.093
9 H -1.863 -1.770 1.717  N2 1.004
10 H -0.336 -4.062 -0.272  C4 1.086
11 H -1.966 -3.292 -0.182  C4 1.091
12 H -0.836 -2.970 -1.453  C4 1.063
13 C 2.232 2.275 -0.094  N14 1.466, H18 1.089, H19 1.100, H20 1.084
14 N 1.219 1.546 -0.863  C13 1.466, C15 1.371, H21 1.012
15 C 0.006 2.135 -1.110  N14 1.371, C16 1.505, O17 1.216
16 C -1.058 1.176 -1.571  C15 1.505, H22 1.086, H23 1.099, H24 1.087
17 O -0.135 3.343 -1.116  C15 1.216
18 H 2.514 1.720 0.799  C13 1.089
19 H 3.164 2.193 -0.673  C13 1.100
20 H 2.014 3.337 -0.091  C13 1.084
21 H 1.145 0.600 -0.512  N14 1.012
22 H -2.057 1.423 -1.224  C16 1.086
23 H -1.194 1.332 -2.651  C16 1.099
24 H -0.662 0.164 -1.539  C16 1.087

total energy: -13524.7156 eV
total charge: 0
E_LUMO: 0.7 eV
structure (SMILES): CNC(C)=O.CNC(C)=O
highest occupied orbital energy: -9.372 eV

Atomic partial charges in e from the Mulliken method, atoms 1 to 8: number 1, C, carries -0.64; number 2, N, carries -0.16; number 3, C, carries 0.69; number 4, C, carries -1.09; number 5, O, carries -0.65; number 6, H, carries 0.05; number 7, H, carries 0.36; number 8, H, carries 0.27